Record 1
Below is a single C4H9NO molecule, with properties calculated with wB97M-V/def2-TZVPD.

The geometry in XYZ format:
```
15
Properties=species:S:1:pos:R:3:forces:R:3
O -0.183 -0.985 1.221 0.057 0.183 -0.339
N -1.234 0.418 -0.215 0.349 -0.314 -0.672
C -0.136 -0.094 0.388 0.083 -0.190 -0.186
C 1.129 0.454 -0.227 0.177 0.070 -0.025
C -2.538 -0.189 -0.104 0.549 0.290 0.209
C 2.359 -0.317 0.198 0.164 -0.007 0.069
H 2.248 -1.374 -0.060 0.055 0.159 0.055
H -2.908 0.454 0.690 -1.843 -0.674 -0.109
H 2.501 -0.255 1.279 0.047 -0.020 -0.103
H -2.448 -1.240 0.190 0.083 0.429 0.271
H 3.242 0.080 -0.308 0.014 -0.074 0.098
H 1.204 1.526 -0.007 0.092 -0.087 0.044
H -1.206 1.336 -0.632 0.313 -0.278 -0.146
H 0.973 0.372 -1.310 0.192 0.075 0.149
H -3.003 -0.187 -1.103 -0.333 0.438 0.684
```
Positions in Å, forces in eV/Å.

Results
Electronic energy in eV: -7831.558
HOMO energy in eV: -9.45
SMILES: CCC(=O)NC

Record 2
Below is a single C3H5ClO molecule, with properties calculated with wB97M-V/def2-TZVPD.

The geometry in XYZ format:
```
10
Properties=species:S:1:pos:R:3:forces:R:3
Cl -0.401 -0.260 1.966 0.020 -0.322 -1.346
O 0.617 1.169 -1.767 -2.217 -0.973 2.183
C 0.358 0.480 0.487 1.476 -0.548 -0.092
C 0.037 0.364 -1.028 3.033 -2.318 -3.386
C -0.265 -1.157 -1.875 -0.136 -0.001 1.704
H -0.135 -0.881 -3.085 -1.543 -0.843 3.504
H 0.422 1.490 0.811 -0.056 0.994 -0.439
H 0.439 -2.056 -1.732 0.366 2.109 0.138
H -1.068 -1.750 -1.162 0.482 1.832 -2.935
H 1.445 0.140 0.385 -1.425 0.071 0.668
```
Positions in Å, forces in eV/Å.

Results
Electronic energy in eV: -17758.957
HOMO energy in eV: -9.92
SMILES: CC(=O)CCl

Let's list orbital gap in order: 10.30 10.16 eV.
Let's list ΔE to the lowest compared entry with this formula, charge and spin in order: 17.6 65.1 kcal/mol.